[1]
This record from OMol25 describes a molecular structure, C5H10 at a distorted geometry. The level of theory is ωB97M-V with the def2-TZVPD basis set.

Properties
Energy relative to the best compared isomer or geometry (same formula, charge and spin): 3.529 eV
Lowest unoccupied orbital energy: 1.3 eV
Gap between HOMO and LUMO: 10.33 eV
Multiplicity: 1
HOMO energy: -9.0809 eV

Each line ends with the Löwdin charge.
CARTESIAN COORDINATES (ANGSTROEM)
C: 2.342 -0.388 0.002  -0.2022
C: 1.289 0.536 -0.038  -0.3280
C: -0.151 -0.065 0.004  -0.1652
C: -1.305 0.460 -0.050  -0.1899
C: -2.591 -0.292 0.039  -0.0848
H: 3.367 0.058 0.026  0.0770
H: 2.404 -0.823 0.964  0.0587
H: 2.460 -1.099 -1.035  0.1600
H: 1.191 1.359 -0.765  0.0965
H: 1.232 1.342 1.061  0.1943
H: 0.009 -1.155 -0.023  0.1092
H: -1.494 1.510 -0.325  0.1236
H: -3.004 0.128 0.787  -0.0013
H: -3.191 -0.133 -0.746  0.0294
H: -2.557 -1.439 0.098  0.1226

***

[2]
This record from OMol25 describes 3 unconnected molecules or ions with the total composition C5H14N2S at a distorted geometry. The level of theory is ωB97M-V with the def2-TZVPD basis set.

Properties
Energy relative to the best compared isomer or geometry (same formula, charge and spin): 4.146 eV
Lowest unoccupied orbital energy: -1.1 eV
Gap between HOMO and LUMO: 7.55 eV
Multiplicity: 1
HOMO energy: -8.6251 eV

Each line ends with the Löwdin charge.
CARTESIAN COORDINATES (ANGSTROEM)
C: 1.729 -1.868 1.045  -0.1401
C: 2.002 -0.463 0.499  -0.3615
C: 2.699 0.444 1.505  -0.6715
S: 1.709 1.129 2.889  0.5256
H: 2.644 -2.238 1.560  0.0754
H: 1.330 -2.599 0.314  0.0725
H: 0.927 -1.803 1.790  0.0550
H: 2.594 -0.567 -0.438  0.1076
H: 0.994 -0.035 0.227  0.0508
H: 3.028 1.310 0.893  0.0586
H: 3.586 0.009 1.936  0.0552
C: -2.687 0.907 -2.671  -0.1277
N: -2.774 0.375 -1.316  -0.0779
C: -1.664 0.451 -0.450  -0.3315
N: -1.622 -0.247 0.613  0.0523
H: -2.785 2.003 -2.637  0.0774
H: -3.467 0.434 -3.276  0.0784
H: -1.750 0.704 -3.217  0.0758
H: -3.314 -0.470 -1.258  0.1125
H: -0.811 1.176 -0.734  0.1235
H: -2.441 -0.429 1.185  0.0511
H: 0.073 1.778 1.542  0.1384

***

[3]
This record from OMol25 describes 7 unconnected molecules or ions with the total composition C39H36N6O13 at a distorted geometry. The level of theory is ωB97M-V with the def2-TZVPD basis set.

Properties
Energy relative to the best compared isomer or geometry (same formula, charge and spin): 0.852 eV
Structure (SMILES): O=[N+]([O-])c1ccccc1.O=[N+]([O-])c1ccccc1.O=[N+]([O-])c1ccccc1.O=[N+]([O-])c1ccccc1.O=[N+]([O-])c1ccccc1.O=[N+]([O-])c1ccccc1.CC(C)=O
Lowest unoccupied orbital energy: -1.1 eV
Gap between HOMO and LUMO: 8.65 eV
Multiplicity: 1
HOMO energy: -9.7219 eV

Each line ends with the Löwdin charge.
CARTESIAN COORDINATES (ANGSTROEM)
C: 2.495 -0.861 -5.909  -0.0613
C: 1.528 -1.733 -6.406  -0.0482
C: 0.794 -2.473 -5.505  -0.0090
C: 1.054 -2.401 -4.147  -0.1456
C: 2.055 -1.576 -3.673  -0.0037
C: 2.751 -0.758 -4.544  -0.0641
N: 0.367 -3.309 -3.213  -0.3555
O: 0.660 -3.284 -2.044  0.0838
O: -0.438 -4.078 -3.693  0.0753
H: 3.106 -0.223 -6.538  0.1095
H: 1.242 -1.745 -7.447  0.1118
H: -0.061 -3.002 -5.909  0.1223
H: 2.275 -1.500 -2.616  0.0935
H: 3.488 -0.070 -4.162  0.1029
C: -2.961 -0.124 -5.248  -0.0715
C: -2.273 1.065 -5.085  -0.0587
C: -1.365 1.176 -4.030  -0.0100
C: -1.278 0.143 -3.119  -0.1566
C: -2.083 -0.991 -3.221  -0.0041
C: -2.899 -1.170 -4.327  -0.0432
N: -0.433 0.310 -1.943  -0.3206
O: 0.277 1.293 -1.864  0.0656
O: -0.439 -0.585 -1.122  0.0671
H: -3.583 -0.183 -6.135  0.1088
H: -2.295 1.826 -5.851  0.1092
H: -0.876 2.125 -3.864  0.1125
H: -2.160 -1.707 -2.414  0.1252
H: -3.581 -2.001 -4.417  0.1140
C: 0.039 -0.369 4.878  -0.0728
C: -0.607 -1.536 4.467  -0.0705
C: -1.625 -2.097 5.209  0.0112
C: -1.814 -1.627 6.509  -0.1470
C: -1.181 -0.481 6.962  -0.0088
C: -0.211 0.089 6.166  -0.0798
N: -2.775 -2.316 7.364  -0.3481
O: -2.931 -1.898 8.499  0.0743
O: -3.338 -3.300 6.931  0.0791
H: 0.780 0.091 4.243  0.0919
H: -0.326 -1.916 3.490  0.1058
H: -2.216 -2.924 4.844  0.1211
H: -1.523 -0.076 7.906  0.1227
H: 0.351 0.977 6.432  0.1110
C: -1.632 4.608 4.722  -0.0580
C: -2.489 5.117 5.704  -0.0722
C: -3.298 4.302 6.464  -0.0131
C: -3.372 2.954 6.155  -0.1360
C: -2.571 2.436 5.160  -0.0066
C: -1.657 3.238 4.476  -0.0622
N: -4.299 2.133 6.948  -0.3650
O: -4.888 2.667 7.848  0.0888
O: -4.423 0.971 6.659  0.0920
H: -1.030 5.261 4.105  0.1045
H: -2.381 6.130 6.076  0.1070
H: -3.743 4.727 7.351  0.1210
H: -2.634 1.395 4.867  0.1016
H: -1.045 2.862 3.669  0.0849
C: -2.357 3.317 -1.639  -0.0817
C: -1.553 3.355 -0.498  -0.0696
C: -1.794 2.532 0.584  -0.0026
C: -2.865 1.639 0.519  -0.1357
C: -3.781 1.732 -0.538  0.0047
C: -3.574 2.653 -1.543  -0.0672
N: -3.123 0.703 1.599  -0.3468
O: -4.099 0.011 1.504  0.1085
O: -2.332 0.661 2.514  0.0621
H: -2.036 3.927 -2.470  0.1097
H: -0.652 3.949 -0.586  0.1145
H: -1.227 2.478 1.501  0.0922
H: -4.742 1.243 -0.451  0.1213
H: -4.275 2.794 -2.357  0.1127
C: 5.843 -2.478 -1.844  -0.0692
C: 5.896 -1.309 -2.605  -0.0639
C: 5.877 -1.369 -3.985  -0.0354
C: 5.754 -2.599 -4.598  -0.1579
C: 5.719 -3.784 -3.866  0.0140
C: 5.764 -3.700 -2.469  -0.0587
N: 5.492 -2.653 -6.034  -0.3581
O: 5.131 -3.703 -6.513  0.0829
O: 5.658 -1.640 -6.681  0.0683
H: 5.684 -2.379 -0.778  0.1074
H: 5.947 -0.357 -2.094  0.1133
H: 5.875 -0.426 -4.513  0.1193
H: 5.727 -4.704 -4.431  0.1189
H: 5.704 -4.650 -1.955  0.1100
C: 2.298 -1.139 0.183  -0.0204
C: 2.559 -0.010 1.143  -0.4792
O: 3.676 0.380 1.399  0.0649
C: 1.367 0.846 1.483  -0.0337
H: 3.192 -1.762 0.135  0.0799
H: 2.078 -0.805 -0.829  0.0480
H: 1.403 -1.689 0.475  0.0822
H: 1.058 1.390 0.586  0.0672
H: 1.681 1.664 2.138  0.0869
H: 0.502 0.299 1.854  0.0649

***

[4]
This record from OMol25 describes 2 unconnected molecules or ions with the total composition C5H14S at a distorted geometry. The level of theory is ωB97M-V with the def2-TZVPD basis set.

Properties
Energy relative to the best compared isomer or geometry (same formula, charge and spin): 0.250 eV
Total charge: +1
Lowest unoccupied orbital energy (spin up / spin down): -3.2 / -8.4 eV
Gap between HOMO and LUMO (spin up / spin down): 11.01 / 5.82 eV
Multiplicity: 2
HOMO energy (spin up / spin down): -14.2373 / -14.2373 eV
Expectation value of S²: 0.753

Each line ends with the Mulliken spin population.
CARTESIAN COORDINATES (ANGSTROEM)
C: 0.394 1.664 -2.037  0.0012
C: -0.634 2.065 -3.119  0.0001
H: 1.209 2.384 -1.956  0.0000
H: -0.126 1.329 -1.149  0.0018
H: 0.954 0.798 -2.431  -0.0002
H: -1.560 1.479 -3.029  -0.0001
H: -0.932 3.093 -2.945  0.0000
H: -0.212 1.882 -4.109  0.0000
C: -0.692 -0.945 2.423  -0.0419
C: -0.017 0.294 1.853  0.0632
C: 0.703 -2.878 1.057  -0.0321
S: -0.922 -2.224 1.221  0.9079
H: -0.156 -1.305 3.298  0.0196
H: -1.689 -0.716 2.786  0.0005
H: -0.485 1.236 2.121  0.0012
H: -0.014 0.344 0.758  -0.0109
H: 1.401 -2.042 1.001  0.0337
H: 0.971 -3.428 1.971  0.0537
H: 0.781 -3.481 0.159  -0.0010
H: 1.027 0.451 2.128  0.0031

***

[5]
This record from OMol25 describes a single C4H8N2O molecule at a distorted geometry. The level of theory is ωB97M-V with the def2-TZVPD basis set.

Properties
Energy relative to the best compared isomer or geometry (same formula, charge and spin): 1.795 eV
Structure (SMILES): CN[C@H](C#N)CO
Lowest unoccupied orbital energy: 0.9 eV
Gap between HOMO and LUMO: 10.63 eV
Multiplicity: 1
HOMO energy: -9.7519 eV

Each line ends with the Löwdin charge.
CARTESIAN COORDINATES (ANGSTROEM)
C: 1.161 -1.726 -0.183  -0.1222
N: 0.153 -0.961 0.542  -0.0794
C: -0.521 0.005 -0.296  -0.3501
C: -1.298 1.018 0.554  -0.2258
O: -0.411 1.746 1.371  -0.0576
C: 0.427 0.798 -1.140  -0.1883
N: 1.203 1.466 -1.681  0.1661
H: 0.736 -2.016 -1.153  0.0871
H: 2.081 -1.147 -0.366  0.0814
H: 1.408 -2.634 0.372  0.0784
H: 0.571 -0.472 1.329  0.1135
H: -1.213 -0.524 -0.962  0.1505
H: -1.993 0.499 1.221  0.1303
H: -1.877 1.672 -0.109  0.1256
H: 0.183 2.239 0.778  0.0904

***

[6]
This record from OMol25 describes a molecular structure, C17H36N4O2PReSi at a distorted geometry. The level of theory is ωB97M-V with the def2-TZVPD basis set.

Properties
Total charge: +3
Lowest unoccupied orbital energy (spin up / spin down): -11.8 / -12.0 eV
Gap between HOMO and LUMO (spin up / spin down): 6.31 / 5.99 eV
Multiplicity: 2
HOMO energy (spin up / spin down): -18.1226 / -17.9972 eV
Expectation value of S²: 0.836

Each line ends with the Mulliken spin population.
CARTESIAN COORDINATES (ANGSTROEM)
Re: 0.382 0.538 -0.256  0.7687
C: -1.486 3.668 0.793  0.0066
C: -2.218 2.446 0.372  0.0161
C: -3.615 2.374 0.395  0.0514
C: -4.274 1.251 -0.089  -0.0001
C: -3.554 0.176 -0.592  0.0459
C: -2.170 0.259 -0.531  -0.0013
N: -1.522 1.382 -0.060  -0.0039
N: -1.201 -0.641 -0.815  0.1342
Si: -1.297 -1.946 -2.052  0.0016
C: -2.868 -2.998 -1.886  0.0022
C: 0.352 -2.869 -1.814  0.0017
C: -1.207 -0.875 -3.655  0.0145
H: -1.685 3.899 1.839  0.0003
H: -1.843 4.534 0.233  0.0017
H: -0.411 3.566 0.638  -0.0028
H: -4.184 3.207 0.779  0.0006
H: -5.352 1.206 -0.068  0.0009
H: -4.041 -0.706 -0.970  0.0039
H: -3.228 -3.087 -0.866  0.0004
H: -2.653 -4.005 -2.232  -0.0002
H: -3.680 -2.629 -2.506  -0.0002
H: 0.554 -3.063 -0.765  -0.0009
H: 1.189 -2.320 -2.237  -0.0007
H: 0.305 -3.824 -2.326  0.0000
H: -2.205 -0.567 -3.951  0.0003
H: -0.779 -1.454 -4.466  0.0006
H: -0.599 0.015 -3.502  -0.0004
C: 4.326 -2.206 -0.799  0.0013
O: 4.199 -0.927 -1.447  -0.0001
C: 3.154 -0.189 -1.266  0.0042
O: 2.186 -0.500 -0.529  -0.0162
N: 3.176 0.993 -1.918  0.0020
N: 2.027 1.817 -1.871  -0.0051
H: 5.326 -2.563 -1.044  0.0003
H: 3.574 -2.900 -1.173  0.0001
H: 4.220 -2.103 0.279  0.0004
H: 3.961 1.218 -2.524  -0.0006
H: 1.587 1.864 -2.796  0.0011
H: 2.290 2.778 -1.630  0.0007
C: -1.971 0.219 3.074  -0.0032
C: -0.602 0.890 3.152  0.0110
P: 0.682 0.086 2.129  -0.0164
C: 0.737 -1.682 2.572  -0.0073
C: 1.166 -1.861 4.030  -0.0029
C: 2.298 0.856 2.544  -0.0027
C: 2.435 2.254 1.941  -0.0057
H: -2.739 0.929 3.365  0.0002
H: -2.044 -0.625 3.754  -0.0003
H: -2.192 -0.130 2.067  0.0004
H: -0.240 0.890 4.183  -0.0004
H: -0.657 1.931 2.828  -0.0025
H: 1.429 -2.212 1.915  -0.0034
H: -0.265 -2.086 2.411  -0.0014
H: 2.213 -1.614 4.173  0.0003
H: 1.031 -2.905 4.305  -0.0006
H: 0.563 -1.265 4.708  0.0002
H: 3.086 0.202 2.160  -0.0010
H: 2.408 0.911 3.630  -0.0005
H: 2.137 2.245 0.884  0.0072
H: 3.467 2.600 1.993  0.0000
H: 1.820 2.972 2.478  -0.0003

***

[7]
This record from OMol25 describes 13 unconnected molecules or ions with the total composition C3H31NO13S at a distorted geometry. The level of theory is ωB97M-V with the def2-TZVPD basis set.

Properties
Energy relative to the best compared isomer or geometry (same formula, charge and spin): 2.696 eV
Lowest unoccupied orbital energy: -0.2 eV
Gap between HOMO and LUMO: 9.51 eV
Multiplicity: 1
HOMO energy: -9.6831 eV

Each line ends with the Löwdin charge.
CARTESIAN COORDINATES (ANGSTROEM)
O: 3.608 -3.320 2.337  0.0556
C: 3.540 -3.094 1.169  -0.3785
N: 2.546 -2.302 0.613  -0.0186
C: 2.436 -2.370 -0.909  -0.2721
C: 1.114 -3.064 -1.216  -0.5088
S: 0.755 -3.144 -3.110  0.6241
H: 4.266 -3.438 0.388  0.1385
H: 1.593 -2.218 1.118  0.1334
H: 3.269 -2.879 -1.286  0.0709
H: 2.527 -1.342 -1.340  0.1178
H: 0.308 -2.422 -0.598  0.0769
H: 1.125 -4.196 -0.993  0.0921
H: 1.760 -4.084 -3.191  -0.1341
H: -1.590 4.662 0.022  0.0378
H: -1.108 3.504 -0.945  0.0719
O: -1.368 4.495 -0.909  -0.0899
H: -0.469 0.123 -1.986  0.0463
H: -0.027 -0.527 -0.595  -0.0555
O: -0.530 0.132 -0.968  -0.0639
H: -4.688 1.531 -2.010  0.0695
H: -4.652 2.889 -1.189  0.0114
O: -4.956 2.544 -2.042  -0.1365
H: 0.902 3.035 -3.727  -0.0200
H: 0.137 4.193 -2.884  -0.0084
O: 0.445 3.817 -3.671  0.0151
H: -1.115 -2.348 1.417  0.1061
H: -0.412 -0.892 1.777  0.0713
O: -0.304 -1.752 1.252  -0.1293
H: -2.511 0.516 -1.152  0.0749
H: -3.538 -0.124 -0.007  -0.0094
O: -3.348 0.577 -0.556  -0.0873
H: -1.748 -1.343 3.469  0.0322
H: -2.835 -2.462 3.860  0.0999
O: -1.872 -2.320 3.530  -0.1089
H: 2.577 2.369 2.444  0.0726
H: 1.837 1.002 3.107  0.0842
O: 1.745 1.960 2.787  -0.1275
H: -0.272 2.507 3.287  0.0688
H: -0.045 2.044 1.879  0.0469
O: -0.796 2.448 2.427  -0.1356
H: 4.191 0.133 1.899  0.0272
H: 2.990 -0.436 1.201  0.0064
O: 3.266 0.170 1.887  -0.0318
H: -0.099 0.795 -4.065  0.1079
H: -1.395 1.438 -3.453  0.0184
O: -0.979 0.627 -3.596  -0.0370
H: -2.541 1.189 2.051  0.0825
H: -1.517 0.940 1.007  0.0128
O: -2.220 0.439 1.471  -0.1203

***

[8]
This record from OMol25 describes 5 unconnected molecules or ions with the total composition C8H24ClO4S at a distorted geometry. The level of theory is ωB97M-V with the def2-TZVPD basis set.

Properties
Energy relative to the best compared isomer or geometry (same formula, charge and spin): 0.954 eV
Total charge: -1
Lowest unoccupied orbital energy: 3.1 eV
Gap between HOMO and LUMO: 8.79 eV
Multiplicity: 1
HOMO energy: -5.6814 eV

Each line ends with the Löwdin charge.
CARTESIAN COORDINATES (ANGSTROEM)
Cl: 11.063 12.856 41.980  -0.1845
C: 5.831 14.380 42.541  -0.1197
C: 6.982 13.575 42.962  -0.2943
O: 8.068 14.589 43.000  -0.1430
H: 6.243 15.063 41.712  0.1073
H: 5.456 14.909 43.301  0.0143
H: 4.950 13.762 42.023  0.1144
H: 7.420 12.935 42.107  0.1273
H: 6.777 13.003 43.832  0.0967
H: 8.600 13.911 42.577  -0.0218
C: 7.745 8.863 42.323  -0.0967
C: 8.711 9.724 41.568  -0.3496
O: 10.026 9.824 42.130  -0.1046
H: 6.807 8.666 41.986  0.0171
H: 7.629 9.237 43.455  0.1283
H: 8.135 7.868 42.184  0.0609
H: 8.300 10.677 41.411  0.0692
H: 8.720 9.404 40.552  0.0945
H: 10.282 10.721 41.937  -0.1036
C: 14.398 16.208 41.679  -0.0424
C: 14.406 14.659 41.280  -0.3377
O: 13.405 14.544 40.359  -0.1584
H: 13.246 16.419 42.088  0.1170
H: 14.555 16.739 40.884  -0.0117
H: 15.288 16.319 42.168  0.0284
H: 14.242 13.903 41.988  0.0776
H: 15.310 14.465 40.672  0.1090
H: 12.598 14.319 40.940  -0.0150
C: 12.491 15.317 44.836  -0.2897
S: 10.798 15.740 44.906  0.8234
O: 10.744 17.010 45.772  -0.5985
C: 10.763 16.359 43.274  -0.3273
H: 12.664 14.411 44.358  -0.0005
H: 12.791 15.149 45.878  0.0554
H: 12.967 16.167 44.125  0.0917
H: 11.400 17.038 42.907  -0.0066
H: 9.642 16.644 42.879  0.1274
H: 10.937 15.518 42.708  -0.0542